No. 1
22
Properties=species:S:1:pos:R:3:forces:R:3:lowdin_charge:R:1 method="wB97M-V/def2-TZVPD" charge=+1 e_tot_ev=-39513.799 largest_force_ev_per_a=5.09 smiles="N=C=C/C=C(/Cl)OCO/C([NH3+])=C/Cl" e_above_lowest_ev=0.664 gap_ha=0.2998
N 1.2480 -3.3861 -0.0595 -0.306 0.653 -1.674 0.202
C 1.4694 -2.7673 -1.0951 -0.243 -2.552 3.690 -0.140
C 1.4486 -2.1905 -2.2412 0.084 1.738 -1.300 -0.077
C 1.1954 -0.8044 -2.4792 -1.183 0.792 4.886 -0.069
C 0.7732 0.0551 -1.5257 -0.954 -0.596 0.840 -0.593
Cl 0.4172 1.7528 -1.8850 0.383 -0.258 -0.533 0.756
O 0.6105 -0.2242 -0.1645 2.385 1.132 -1.480 -0.126
C -0.5221 -0.6523 0.5200 1.501 -1.406 -1.289 -0.162
O -1.4245 0.4484 0.6854 0.066 -1.590 0.464 0.013
C -1.0469 1.4753 1.4526 -0.917 0.192 -0.010 -0.362
N -1.1338 2.7075 0.6016 2.933 -0.752 -1.349 0.228
C -0.8850 1.4855 2.7830 0.566 3.660 -2.698 -0.396
Cl -0.4513 2.9256 3.6405 -0.136 -0.118 -0.315 0.704
H 1.8798 -3.7539 0.6366 0.461 0.414 -0.152 0.093
H 1.6910 -2.6538 -3.1419 0.352 -1.565 -0.970 0.109
H 1.3200 -0.4224 -3.3959 0.456 1.205 -3.333 0.077
H -0.9550 -1.3966 -0.1570 -0.991 0.206 0.723 0.151
H 0.0456 -1.1960 1.3627 -1.974 1.274 -0.256 0.179
H -0.4685 3.3642 0.9733 -0.534 1.354 0.916 0.131
H -2.0336 3.0240 0.3001 -1.111 0.546 0.818 0.170
H -0.6417 2.6338 -0.3796 -0.593 -1.365 1.455 0.061
H -0.9480 0.6936 3.3982 -0.243 -2.962 1.567 0.051

=====

No. 2
31
Properties=species:S:1:pos:R:3:forces:R:3:lowdin_charge:R:1 method="wB97M-V/def2-TZVPD" charge=0 e_tot_ev=-29761.788 largest_force_ev_per_a=0.64 e_above_lowest_ev=1.178 gap_ha=0.3855
Xe -0.2041 0.0433 0.1207 -0.066 0.005 -0.052 0.291
O 3.4334 -0.4660 1.1352 0.381 0.222 0.115 -0.090
H 3.2107 -0.9617 0.3472 -0.054 -0.184 -0.354 -0.038
H 2.6409 -0.4984 1.6711 -0.215 0.211 0.416 -0.052
O -3.6893 -0.9819 2.3973 0.353 0.056 0.182 -0.053
H -3.6723 -0.8625 1.4477 0.013 -0.090 -0.366 0.032
H -4.5080 -0.5717 2.6761 -0.263 0.097 0.147 0.043
O -2.5683 -2.4897 -2.8527 -0.132 -0.086 0.135 -0.052
H -1.6535 -2.2342 -2.7339 0.168 0.066 0.107 0.008
H -2.7476 -2.3173 -3.7770 -0.095 0.060 -0.258 0.031
O 2.7033 -1.8033 -1.2275 -0.111 -0.005 -0.095 -0.064
H 1.9987 -2.3780 -1.5266 -0.179 -0.158 0.008 0.036
H 3.3703 -1.8656 -1.9111 0.298 0.041 -0.167 0.059
O -0.2846 3.6346 -2.1215 -0.455 -0.224 -0.386 -0.066
H 0.1738 3.7167 -1.2853 0.419 -0.126 0.330 -0.023
H 0.2989 4.0495 -2.7568 0.105 0.152 -0.175 0.037
O 1.4757 3.3829 0.1036 -0.143 0.208 -0.019 -0.068
H 2.2777 2.9072 0.3197 0.283 -0.254 -0.067 0.050
H 1.0358 3.5062 0.9448 -0.112 0.054 0.282 0.046
O 1.4992 -0.2268 3.2875 -0.121 -0.063 -0.201 -0.078
H 1.4900 0.3991 4.0116 -0.011 0.259 0.130 0.051
H 1.6003 -1.0801 3.7091 0.031 -0.273 0.133 0.050
O 0.7286 1.0794 -4.1831 0.096 -0.045 -0.288 -0.054
H 0.4761 1.4743 -3.3485 -0.199 0.353 0.369 -0.003
H 0.7923 0.1429 -3.9959 0.049 -0.189 0.006 0.016
O -1.2213 -3.7024 0.0918 -0.140 -0.118 -0.201 -0.066
H -0.4045 -3.3284 -0.2387 0.177 0.082 -0.015 -0.011
H -1.1752 -3.5794 1.0399 -0.040 0.044 0.294 0.031
O -2.3372 1.8050 3.2512 0.099 0.282 0.236 -0.067
H -2.3060 2.3098 2.4385 -0.012 0.158 -0.181 0.021
H -2.4336 0.8964 2.9657 -0.126 -0.533 -0.066 -0.017

=====

No. 3
22
Properties=species:S:1:pos:R:3:forces:R:3:lowdin_charge:R:1 method="wB97M-V/def2-TZVPD" charge=0 e_tot_ev=-7952.581 largest_force_ev_per_a=5.67 smiles=CCN(CC)CC e_above_lowest_ev=3.185 gap_ha=0.3281
C -0.4723 2.3601 0.3312 -1.952 -1.242 2.617 -0.092
C -0.9964 0.8600 0.2170 -1.670 2.312 -3.101 -0.279
N 0.0889 -0.0062 -0.0491 -0.690 -1.611 2.016 -0.245
C 0.2973 -1.1248 0.9559 1.962 5.279 0.620 -0.151
C 1.3213 -0.4782 2.0620 -1.945 -0.389 -0.618 -0.063
C 0.3025 -0.2556 -1.4221 -2.476 1.126 -1.190 -0.268
C -0.4028 -1.4211 -2.0893 -1.408 2.383 -2.893 -0.081
H 0.3915 2.5414 -0.2930 -0.129 -0.040 -0.340 0.059
H -0.1704 2.4408 1.4126 -0.068 0.587 -1.008 0.065
H -1.3784 2.9914 0.1192 1.274 -0.044 0.239 0.070
H -1.6351 0.4078 0.9940 0.155 1.025 0.075 0.108
H -1.7360 1.0773 -0.7878 1.492 -1.575 2.403 0.149
H 0.7033 -1.9021 0.4480 1.523 -2.459 -1.331 0.062
H -0.5943 -1.4318 1.3947 -1.704 -0.481 0.878 0.078
H 1.5416 -1.1683 2.8961 1.195 -0.336 -1.003 0.055
H 0.7258 0.1671 2.7247 -0.148 0.710 -0.838 0.045
H 2.0834 0.1474 1.4933 -0.612 -1.269 1.223 0.091
H 1.3331 -0.3275 -1.5028 2.109 -0.158 -1.131 0.091
H -0.1485 0.6617 -1.9302 1.456 -0.925 0.304 0.130
H -0.5008 -2.2496 -1.5518 0.973 -3.970 2.368 0.007
H -0.0381 -1.5888 -3.1148 0.383 -0.255 0.543 0.084
H -1.4969 -1.3659 -2.2861 0.283 1.330 0.168 0.084

=====

No. 4
13
Properties=species:S:1:pos:R:3:forces:R:3:lowdin_charge:R:1 method="wB97M-V/def2-TZVPD" charge=0 e_tot_ev=-8808.157 largest_force_ev_per_a=1.87 smiles="CC(N)=C=O.O" e_above_lowest_ev=2.371 gap_ha=0.2955
C -1.8037 -0.7755 0.1776 -0.169 -0.089 0.472 -0.047
C -0.3754 -0.3312 0.0484 0.176 -0.274 0.600 -0.413
N 0.1891 -0.3794 -1.2271 0.913 0.136 -1.627 0.048
C 0.4235 -0.2854 1.0953 -0.826 0.158 0.499 -0.173
O 1.0461 -0.1995 2.0881 0.181 0.025 -0.134 0.131
H -1.8777 -1.8667 0.1402 -0.003 0.072 -0.079 0.082
H -2.2341 -0.4416 1.1274 -0.013 -0.053 -0.215 0.083
H -2.4069 -0.3782 -0.6450 0.121 0.110 0.142 0.077
H 1.0807 0.1334 -1.2805 -0.734 -0.325 -0.070 0.063
H -0.4431 -0.0796 -1.9644 0.135 0.073 0.349 0.083
O 2.2056 1.4575 -0.2498 -0.766 0.901 1.233 -0.079
H 2.7037 1.1243 0.5194 -0.213 0.202 -0.427 0.055
H 1.4922 2.0219 0.1704 1.200 -0.937 -0.743 0.089

=====

What did the fourth record say?
13
Properties=species:S:1:pos:R:3:forces:R:3:lowdin_charge:R:1 method="wB97M-V/def2-TZVPD" charge=0 e_tot_ev=-8808.157 largest_force_ev_per_a=1.87 smiles="CC(N)=C=O.O" e_above_lowest_ev=2.371 gap_ha=0.2955
C -1.8037 -0.7755 0.1776 -0.169 -0.089 0.472 -0.047
C -0.3754 -0.3312 0.0484 0.176 -0.274 0.600 -0.413
N 0.1891 -0.3794 -1.2271 0.913 0.136 -1.627 0.048
C 0.4235 -0.2854 1.0953 -0.826 0.158 0.499 -0.173
O 1.0461 -0.1995 2.0881 0.181 0.025 -0.134 0.131
H -1.8777 -1.8667 0.1402 -0.003 0.072 -0.079 0.082
H -2.2341 -0.4416 1.1274 -0.013 -0.053 -0.215 0.083
H -2.4069 -0.3782 -0.6450 0.121 0.110 0.142 0.077
H 1.0807 0.1334 -1.2805 -0.734 -0.325 -0.070 0.063
H -0.4431 -0.0796 -1.9644 0.135 0.073 0.349 0.083
O 2.2056 1.4575 -0.2498 -0.766 0.901 1.233 -0.079
H 2.7037 1.1243 0.5194 -0.213 0.202 -0.427 0.055
H 1.4922 2.0219 0.1704 1.200 -0.937 -0.743 0.089

=====

What did the third record say?
22
Properties=species:S:1:pos:R:3:forces:R:3:lowdin_charge:R:1 method="wB97M-V/def2-TZVPD" charge=0 e_tot_ev=-7952.581 largest_force_ev_per_a=5.67 smiles=CCN(CC)CC e_above_lowest_ev=3.185 gap_ha=0.3281
C -0.4723 2.3601 0.3312 -1.952 -1.242 2.617 -0.092
C -0.9964 0.8600 0.2170 -1.670 2.312 -3.101 -0.279
N 0.0889 -0.0062 -0.0491 -0.690 -1.611 2.016 -0.245
C 0.2973 -1.1248 0.9559 1.962 5.279 0.620 -0.151
C 1.3213 -0.4782 2.0620 -1.945 -0.389 -0.618 -0.063
C 0.3025 -0.2556 -1.4221 -2.476 1.126 -1.190 -0.268
C -0.4028 -1.4211 -2.0893 -1.408 2.383 -2.893 -0.081
H 0.3915 2.5414 -0.2930 -0.129 -0.040 -0.340 0.059
H -0.1704 2.4408 1.4126 -0.068 0.587 -1.008 0.065
H -1.3784 2.9914 0.1192 1.274 -0.044 0.239 0.070
H -1.6351 0.4078 0.9940 0.155 1.025 0.075 0.108
H -1.7360 1.0773 -0.7878 1.492 -1.575 2.403 0.149
H 0.7033 -1.9021 0.4480 1.523 -2.459 -1.331 0.062
H -0.5943 -1.4318 1.3947 -1.704 -0.481 0.878 0.078
H 1.5416 -1.1683 2.8961 1.195 -0.336 -1.003 0.055
H 0.7258 0.1671 2.7247 -0.148 0.710 -0.838 0.045
H 2.0834 0.1474 1.4933 -0.612 -1.269 1.223 0.091
H 1.3331 -0.3275 -1.5028 2.109 -0.158 -1.131 0.091
H -0.1485 0.6617 -1.9302 1.456 -0.925 0.304 0.130
H -0.5008 -2.2496 -1.5518 0.973 -3.970 2.368 0.007
H -0.0381 -1.5888 -3.1148 0.383 -0.255 0.543 0.084
H -1.4969 -1.3659 -2.2861 0.283 1.330 0.168 0.084